a) 11
Properties=species:S:1:pos:R:3:nbo_charge:R:1 method="wB97M-V/def2-TZVPD" lumo_energy_ev="-1.644 / -0.313" homo_lumo_gap_ev="7.7 / 9.0"
H -1.656 1.854 -0.129 0.1565
H -0.095 1.935 -0.951 0.1728
C -0.302 -1.625 0.147 -0.8328
S 1.053 -0.406 -0.089 1.8228
O 1.940 -0.469 1.062 -0.8713
H -0.795 -1.406 1.051 0.2362
C -0.674 2.163 -0.108 -0.5079
H 0.253 -2.624 0.226 0.2592
O 1.619 -0.616 -1.404 -0.8739
H -1.058 -1.441 -0.649 0.2483
H -0.286 2.635 0.843 0.1903

b) 11
Properties=species:S:1:pos:R:3:nbo_charge:R:1 method="wB97M-V/def2-TZVPD" lumo_energy_ev="-0.493 / -0.493" homo_lumo_gap_ev="8.6 / 8.6" smiles="C=O.C=S.O"
O 2.188 -0.149 -2.536 -0.9234
H 1.289 -0.012 -2.841 0.4653
C -1.434 0.877 -0.284 -0.3700
H 0.151 -1.254 3.145 0.1202
S -0.053 1.751 -0.416 -0.0192
H 2.132 0.139 -1.693 0.4578
H -1.699 0.265 -1.149 0.1874
O -1.142 -0.980 1.530 -0.4951
H -2.112 0.950 0.466 0.1801
H 0.807 -0.620 1.636 0.0875
C -0.127 -0.968 2.144 0.3093

What is the stability order? It is b), a), from most stable to least stable.

a) 11
Properties=species:S:1:pos:R:3:nbo_charge:R:1 method="wB97M-V/def2-TZVPD" lumo_energy_ev=0.700 homo_lumo_gap_ev=10.3 smiles="O=CO.CS"
H -0.120 -0.935 -0.909 0.1327
H 0.817 1.222 0.355 0.5008
H 1.436 2.236 -2.119 0.1110
O -0.455 2.069 -1.424 -0.5774
O 1.378 1.853 -0.139 -0.6955
C 0.734 2.068 -1.297 0.6459
H -1.769 -1.775 0.570 0.2301
C -0.882 -1.728 1.189 -0.7185
H -0.728 -2.682 1.674 0.2221
S 0.576 -1.361 0.147 -0.0673
H -0.988 -0.967 1.954 0.2161

b) 11
Properties=species:S:1:pos:R:3:nbo_charge:R:1 method="wB97M-V/def2-TZVPD" lumo_energy_ev=0.544 homo_lumo_gap_ev=9.3
H -1.340 -1.270 0.775 0.2125
H 3.204 0.366 2.297 0.1001
C -0.877 -0.874 -0.080 -0.7816
H -1.053 -1.411 -0.963 0.2282
O 1.345 0.572 1.527 -0.5055
H 0.147 -0.934 -0.038 0.2210
O -0.888 1.541 -1.211 -0.9934
S -1.132 0.999 0.112 1.1214
H -2.547 1.151 0.266 -0.0081
H 3.157 1.202 0.712 0.1061
C 2.539 0.666 1.487 0.2993

What is the stability order? It is a), b), from most stable to least stable.

a) 12
Properties=species:S:1:pos:R:3:nbo_charge:R:1 method="wB97M-V/def2-TZVPD" lumo_energy_ev=-1.364 homo_lumo_gap_ev=7.6 smiles="OC/C=C(/F)C=S"
F 1.223 2.059 0.303 -0.3314
H -1.626 -0.490 -1.137 0.1973
H -0.852 -1.486 -0.433 0.2059
O -2.225 -0.295 0.746 -0.6866
C 0.961 0.807 -0.176 0.2545
S 3.451 -0.335 0.358 0.0347
C -0.411 0.782 -0.184 -0.1064
H -0.987 1.751 -0.073 0.2485
C 1.841 -0.312 -0.133 -0.3707
H -1.835 -0.618 1.545 0.4675
C -1.194 -0.471 -0.225 -0.1712
H 1.654 -1.391 -0.591 0.2579

b) 12
Properties=species:S:1:pos:R:3:nbo_charge:R:1 method="wB97M-V/def2-TZVPD" lumo_energy_ev=-0.021 homo_lumo_gap_ev=8.9 smiles="CS/C(C=O)=C/F"
C -0.395 1.379 -0.072 0.3986
C -0.456 -0.107 -0.180 -0.3936
H 3.195 -0.703 0.592 0.2285
H 2.266 0.840 0.556 0.2451
H -1.355 1.874 0.019 0.1305
H -1.767 -1.853 0.005 0.1900
C 2.237 -0.213 0.801 -0.7012
H 1.932 -0.319 1.833 0.2135
S 1.057 -0.973 -0.466 0.2118
F -2.756 -0.215 0.344 -0.3312
O 0.594 2.017 -0.272 -0.5061
C -1.574 -0.805 0.039 0.3141

What is the stability order? It is b), a), from most stable to least stable.

a) 7
Properties=species:S:1:pos:R:3:nbo_charge:R:1 method="wB97M-V/def2-TZVPD" lumo_energy_ev="-1.287 / -0.286" homo_lumo_gap_ev="6.9 / 8.6"
P -0.920 -1.923 0.594 0.7260
H 0.684 1.443 0.250 0.2068
H 0.165 0.128 -1.170 0.2061
F -0.242 -1.117 1.852 -0.5873
C 0.716 1.089 -0.836 -0.6156
I 1.484 2.455 -2.138 0.1952
H -1.887 -2.076 1.448 -0.1313

b) 7
Properties=species:S:1:pos:R:3:nbo_charge:R:1 method="wB97M-V/def2-TZVPD" lumo_energy_ev=-0.405 homo_lumo_gap_ev=9.1
H 0.015 -0.778 1.200 0.2276
H -1.492 -0.602 -0.875 -0.0987
H 1.407 0.199 0.472 0.2478
C 0.261 0.072 0.626 -0.8551
F 0.602 -1.039 -1.795 -0.5786
I -0.539 2.036 1.462 0.0914
P -0.255 0.113 -1.090 0.9655

What is the stability order? It is b), a), from most stable to least stable.

a) 15
Properties=species:S:1:pos:R:3:nbo_charge:R:1 method="wB97M-V/def2-TZVPD" lumo_energy_ev="-4.698 / -4.033" total_charge=+1 homo_lumo_gap_ev="7.1 / 9.2"
H 0.359 2.640 2.546 0.3956
N 0.468 -1.312 1.819 -0.2268
H 0.828 1.468 -0.886 0.2572
C 0.935 0.576 -0.270 -0.6011
N -0.765 -0.723 -1.552 -0.6747
C -0.266 -1.340 0.840 -0.0706
C -0.375 -0.196 -0.189 -0.1251
H 1.759 -0.052 -0.608 0.2429
H -1.167 0.475 0.161 0.2692
H -1.224 -1.641 -1.442 0.4502
H 0.083 -0.860 -2.121 0.4493
N 0.286 2.110 1.689 -0.9282
S 1.429 1.124 1.429 0.9173
H -1.402 -0.090 -2.053 0.4573
H -0.947 -2.178 0.636 0.1873

b) 15
Properties=species:S:1:pos:R:3:nbo_charge:R:1 method="wB97M-V/def2-TZVPD" lumo_energy_ev="-6.002 / -6.003" total_charge=+1 homo_lumo_gap_ev="8.1 / 8.1"
H 1.422 -0.853 0.515 0.1637
N -0.735 1.300 -0.074 0.0924
H 2.908 -0.765 1.610 0.2352
H -1.926 2.940 0.164 0.2525
C 2.506 -0.412 0.704 -0.8367
N -1.038 -1.956 -0.979 -0.7092
H -0.236 -1.794 -1.478 0.4279
H 3.186 -0.614 -0.123 0.2298
H -0.240 3.102 -0.297 0.2322
H 2.428 0.635 0.948 0.2111
H -1.703 -2.694 -1.105 0.4472
S -3.078 -0.618 0.400 0.1335
N -0.869 0.163 0.159 -0.0062
C -1.604 -0.943 -0.291 0.2054
C -1.022 2.508 -0.153 -0.0788

What is the stability order? It is a), b), from most stable to least stable.

a) 16
Properties=species:S:1:pos:R:3:nbo_charge:R:1 method="wB97M-V/def2-TZVPD" lumo_energy_ev=1.073 homo_lumo_gap_ev=10.2 smiles=NCCCCF
H -2.477 0.309 -0.733 0.1953
H -0.941 -0.281 -1.496 0.1838
H 1.569 -0.561 1.366 0.1551
C 1.717 -0.482 0.217 0.0507
H -0.727 2.003 -0.111 0.2121
H 2.788 -0.518 -0.047 0.1767
H -1.946 -1.056 1.149 0.3372
C -1.463 -0.059 -0.516 -0.2230
H 1.115 0.952 -1.321 0.2047
F 1.122 -1.541 -0.421 -0.3758
H -0.696 -1.733 0.301 0.3650
H 1.560 1.582 0.292 0.2120
N -1.637 -1.315 0.196 -0.8254
C -0.470 0.980 0.136 -0.4191
H -0.526 0.932 1.211 0.1875
C 1.013 0.790 -0.223 -0.4370

b) 16
Properties=species:S:1:pos:R:3:nbo_charge:R:1 method="wB97M-V/def2-TZVPD" lumo_energy_ev=0.529 homo_lumo_gap_ev=9.5
H 3.073 1.436 0.271 0.2315
H -2.792 0.364 -1.021 0.2012
C -0.097 -0.462 0.686 -0.2451
C 1.386 -0.282 0.260 0.0825
H 0.446 1.820 0.118 0.2336
C 1.709 0.997 -0.352 -0.6097
H -0.253 0.335 1.299 0.1828
F 1.802 -1.332 -0.463 -0.3581
H 1.660 0.731 -1.756 0.2576
H 1.934 -0.303 1.203 0.1595
N -0.783 -0.159 -0.531 -0.6376
H -0.504 -0.979 -1.232 0.3699
H -2.295 0.500 0.738 0.1938
H -0.510 -1.274 1.263 0.1921
H -2.659 -1.287 -0.226 0.1311
C -2.117 -0.105 -0.258 -0.3851

What is the stability order? It is a), b), from most stable to least stable.